# 1
Molecular formula: C41H46HgP2
Method: DFT, ωB97M-V/def2-TZVPD

Geometry as XYZ:
```
90
Properties=species:S:1:pos:R:3:forces:R:3
Hg -1.0324 2.6938 -2.5286 -0.39 1.03 1.99
C -2.4977 1.4216 -3.4709 -1.40 -0.99 -0.22
C -1.4782 0.6186 -2.8585 -0.32 -1.94 0.41
C -0.4281 -0.1095 -3.6747 0.42 -0.26 0.02
C 0.6825 0.7998 -4.2626 0.30 -0.43 0.23
C 0.5488 2.2849 -3.9680 1.63 -0.18 0.11
C -0.4914 3.0823 -4.5444 -0.05 1.55 -1.85
C -1.4487 2.4846 -5.5765 -0.48 0.34 0.00
C -2.5369 1.5449 -4.9814 -0.25 0.53 -0.41
C 2.8808 1.0833 3.1831 0.30 0.18 0.07
H -3.4651 1.4267 -2.9603 0.27 -0.05 -0.19
H -1.7746 0.0799 -1.9548 0.04 0.30 -0.56
H -0.8685 -0.7180 -4.4826 -0.14 0.17 0.15
H 0.0368 -0.8525 -2.9977 -0.19 0.35 -0.34
H 1.6345 0.4829 -3.8052 -0.22 0.12 -0.24
H 0.7815 0.6031 -5.3442 0.02 0.19 0.15
H 1.4901 2.7744 -3.6922 -0.33 0.00 -0.29
H -0.3760 4.1730 -4.6154 0.50 -0.63 -0.32
H -0.9136 1.9595 -6.3897 0.08 0.23 0.40
H -1.9706 3.3305 -6.0582 0.27 -0.31 0.16
H -3.5165 1.9544 -5.2699 0.23 -0.16 0.12
H -2.4697 0.5611 -5.4748 -0.02 0.09 0.36
H 3.2644 1.9625 2.6488 -0.01 -0.10 0.08
H 3.7375 0.4211 3.3747 -0.16 0.07 -0.08
H 2.4947 1.4186 4.1532 0.13 -0.09 -0.33
P -1.7759 -1.6517 -0.1331 0.05 0.57 -1.94
P 2.2042 -0.1283 0.7324 -0.65 -0.76 -0.17
C -0.1292 -1.6998 0.5169 0.46 -0.15 1.83
C 0.8764 -0.9684 -0.0854 0.68 0.09 -0.74
C -2.8681 -2.9872 0.3517 -0.32 -0.55 0.54
C -3.2014 -3.9111 -0.6735 0.19 0.51 0.65
C -4.0022 -5.0071 -0.3819 -0.12 -0.19 0.29
C -4.4559 -5.2101 0.9309 0.16 0.28 -0.13
C -4.1668 -4.2751 1.9336 -0.03 0.02 -0.09
C -3.3919 -3.1452 1.6490 -0.07 -0.47 -0.48
C -2.4909 -0.0390 0.3247 -0.24 0.64 0.57
C -1.6266 1.0772 0.4124 -0.18 -0.44 -0.31
C -2.1329 2.3689 0.3183 -0.18 -0.22 0.26
C -3.5166 2.5618 0.3623 -0.10 0.31 -0.34
C -4.3857 1.4729 0.4273 -0.05 0.24 0.03
C -3.8873 0.1742 0.3902 0.91 -0.26 -0.32
C 3.6104 -1.2544 0.8817 0.59 0.11 -0.09
C 3.3395 -2.6195 1.0541 0.22 0.14 0.02
C 4.3856 -3.5171 1.2652 -0.02 0.21 0.00
C 5.7056 -3.0579 1.3016 -0.13 0.18 -0.03
C 5.9786 -1.6996 1.1106 -0.16 -0.06 -0.05
C 4.9376 -0.7947 0.8905 -0.09 -0.36 0.14
C 2.7327 1.3320 -0.1982 0.37 0.06 -0.86
C 2.2521 2.6096 0.1417 0.17 -0.28 -0.03
C 2.7225 3.7347 -0.5360 -0.04 -0.09 -0.03
C 3.6457 3.5998 -1.5747 -0.05 -0.19 0.06
C 4.0753 2.3279 -1.9601 -0.08 -0.03 0.01
C 3.6149 1.1974 -1.2860 -0.09 0.29 0.22
H 0.0451 -2.4114 1.3332 0.08 0.64 0.12
H 0.9545 -0.9165 -1.1833 -0.62 0.74 0.54
H -2.8159 -3.7317 -1.6814 -0.15 -0.11 0.36
H -4.2729 -5.7106 -1.1741 0.12 0.20 0.32
H -5.0430 -6.0988 1.1698 0.12 0.30 -0.07
H -4.5507 -4.4267 2.9456 0.11 0.03 -0.33
H -3.1913 -2.3944 2.4185 -0.01 -0.30 -0.24
H -0.5616 0.8921 0.5650 -0.24 0.13 -0.35
H -1.4521 3.2258 0.2366 -0.20 -0.20 0.33
H -3.9072 3.5805 0.3156 0.02 -0.34 0.01
H -5.4661 1.6400 0.4572 0.39 -0.06 0.07
H -4.5569 -0.6857 0.3870 0.07 0.23 -0.06
H 2.3059 -2.9646 1.0061 0.31 0.03 0.03
H 4.1619 -4.5751 1.3981 0.11 0.24 -0.03
H 6.5226 -3.7597 1.4723 -0.22 0.19 -0.06
H 7.0053 -1.3361 1.1267 -0.21 -0.13 0.00
H 5.1554 0.2612 0.7164 -0.05 -0.32 0.15
H 1.5212 2.7265 0.9466 0.27 -0.12 -0.16
H 2.3672 4.7223 -0.2395 0.10 -0.25 -0.12
H 4.0295 4.4824 -2.0891 -0.14 -0.25 0.15
H 4.7811 2.2086 -2.7821 -0.19 0.08 0.17
H 3.9622 0.2061 -1.5864 -0.07 0.30 0.10
C -1.6677 0.6708 3.5917 -0.36 0.09 -0.10
C -0.3777 -0.0585 3.9397 0.87 0.53 -0.22
C 0.2214 0.5703 5.1882 -0.15 0.01 0.70
C -0.6804 -1.5396 4.1398 0.01 -0.30 0.10
C 0.5701 0.0434 2.7891 -1.65 -1.59 -1.20
C 1.7683 0.3799 2.4127 0.06 0.42 0.83
H -2.3880 0.6035 4.4189 0.17 0.05 -0.05
H -2.1275 0.2368 2.6995 0.09 0.09 0.28
H -1.4684 1.7283 3.3824 -0.10 -0.12 0.04
H -0.4852 0.4985 6.0256 0.15 0.06 0.04
H 1.1522 0.0697 5.4765 -0.11 0.09 -0.01
H 0.4256 1.6332 5.0103 -0.01 -0.18 0.08
H -1.0866 -1.9669 3.2154 0.08 0.11 0.19
H 0.2326 -2.0919 4.3942 -0.16 0.03 0.00
H -1.4165 -1.6834 4.9418 0.14 0.05 -0.04
```
Positions in Å, forces in eV/Å.

Output
HOMO-LUMO gap (spin up / spin down) ... 4.7672 / 4.7693 eV
HOMO (spin up / spin down) ... -0.18922 / -0.18930 hartree
Relative energy (zero: lowest compared OMol25 entry of this formula, charge and spin) ... 153.3 kJ/mol
E_LUMO (spin up / spin down) ... -0.0140 / -0.0140 Eh


# 2
Molecular formula: C3H7N3O2
Method: DFT, ωB97M-V/def2-TZVPD

Geometry as XYZ:
```
15
Properties=species:S:1:pos:R:3:forces:R:3
C -0.2364 -2.1488 -1.0454 -0.42 0.99 -1.61
C 0.0041 -0.1427 0.1916 -1.71 -3.34 -3.69
C -0.9136 2.1943 0.1342 -3.73 -0.29 -2.67
H -1.5077 -2.5864 -1.2761 4.47 0.86 0.94
H 0.4930 -2.2293 -2.2718 -2.31 -0.17 4.21
H 0.4754 -2.5352 0.1195 -2.81 0.70 -4.21
H 0.7623 -0.0336 2.0677 1.12 -2.77 -2.07
H 2.5460 -2.2513 0.3141 -2.20 5.12 1.55
H 1.0458 1.2185 0.8551 -4.10 1.71 -0.40
H -0.6073 3.0151 1.0895 -1.69 -1.12 -3.61
N -0.5129 -0.5708 -0.9764 2.88 -2.38 4.84
N 0.7331 -0.8499 1.2818 1.39 0.61 -1.39
N -0.1031 1.1399 0.6146 3.11 2.11 -0.35
O 2.2566 -1.0899 0.5417 -0.93 -3.12 0.73
O -1.9006 2.0838 -0.9192 6.94 1.08 7.73
```
Positions in Å, forces in eV/Å.

Output
HOMO-LUMO gap ... 8.4606 eV
HOMO ... -0.35061 hartree
Relative energy (zero: lowest compared OMol25 entry of this formula, charge and spin) ... 1303.5 kJ/mol
E_LUMO ... -0.0397 Eh


# 3
Molecular formula: C23H44HoN6S6
Method: DFT, ωB97M-V/def2-TZVPD

Geometry as XYZ:
```
80
Properties=species:S:1:pos:R:3:forces:R:3
Ho 0.1965 0.2008 -0.2200 -0.09 0.10 0.17
C -2.0338 -2.2500 2.3223 -0.02 0.01 0.03
C -0.7488 -2.0391 3.0968 -0.02 -0.05 0.10
S 0.1413 -0.5095 2.7199 -0.04 -0.03 -0.03
C -0.9695 0.7096 3.4757 -0.02 0.04 0.02
C -0.4473 2.1144 3.2213 0.01 0.01 0.08
S -0.3568 2.6100 1.4801 -0.01 -0.01 -0.07
C -2.0200 3.2525 1.1521 -0.02 0.10 0.00
C -3.1647 2.2567 1.1304 -0.03 -0.02 0.07
S -2.8530 0.9227 -0.0587 0.07 -0.01 0.00
C -3.9819 -0.3586 0.5351 -0.02 -0.05 0.04
C -3.5147 -1.7248 0.0560 -0.06 0.00 -0.04
S -1.8086 -2.1314 0.5203 -0.03 -0.07 0.05
H -2.7782 -1.5174 2.6267 0.01 0.01 -0.03
H -2.4359 -3.2383 2.5475 0.01 -0.01 -0.03
H -0.0425 -2.8521 2.9462 0.03 0.03 -0.05
H -0.9694 -2.0302 4.1659 0.00 0.02 -0.01
H -0.9850 0.5189 4.5504 0.02 -0.01 -0.01
H -1.9792 0.5825 3.0887 0.02 -0.03 -0.02
H 0.5684 2.2181 3.6049 0.00 -0.01 -0.03
H -1.0610 2.8485 3.7455 -0.01 -0.01 -0.02
H -1.9298 3.7604 0.1917 0.01 -0.02 0.00
H -2.2252 4.0300 1.8898 0.02 -0.03 0.02
H -4.0842 2.7750 0.8558 0.01 -0.02 -0.04
H -3.3217 1.8169 2.1154 0.00 -0.01 -0.02
H -4.9854 -0.1695 0.1531 0.03 0.03 -0.03
H -4.0364 -0.3101 1.6228 0.01 0.02 -0.01
H -3.5652 -1.7975 -1.0295 0.02 0.01 -0.01
H -4.1680 -2.5058 0.4465 0.03 0.01 0.03
C -1.4061 -1.1733 -2.7875 -0.03 0.01 -0.04
N 0.0037 -0.7545 -2.6252 0.05 -0.03 -0.14
C 0.3097 0.1487 -3.7635 0.04 -0.01 0.03
C 0.8735 -1.9485 -2.8052 -0.01 -0.03 0.00
C 1.0185 -2.7538 -1.5379 0.00 -0.01 -0.01
N 1.6125 -1.9417 -0.4456 -0.01 0.02 -0.03
C 3.0070 -1.6028 -0.8133 -0.05 0.04 0.00
C 1.6965 -2.8053 0.7512 0.03 -0.01 -0.01
H -1.5910 -1.5044 -3.8146 0.00 0.00 0.02
H -2.0699 -0.3340 -2.5726 0.00 -0.01 0.02
H -1.6307 -2.0071 -2.1259 -0.01 -0.01 0.02
H 0.2596 -0.4117 -4.7010 0.00 0.01 0.00
H 1.3115 0.5618 -3.6555 -0.01 0.01 0.00
H -0.4153 0.9548 -3.8069 -0.01 0.01 -0.01
H 1.8475 -1.6016 -3.1480 -0.01 -0.03 0.01
H 0.4749 -2.5774 -3.6083 -0.01 -0.01 0.04
H 1.6528 -3.6260 -1.7334 0.01 0.02 -0.01
H 0.0583 -3.1388 -1.1929 -0.01 0.03 -0.03
H 3.5404 -2.5034 -1.1337 0.00 0.01 -0.01
H 3.5058 -1.1771 0.0513 0.02 -0.03 0.00
H 3.0322 -0.8781 -1.6265 0.00 0.02 0.02
H 2.3642 -3.6518 0.5609 0.00 0.01 0.00
H 0.7125 -3.2071 0.9826 0.00 0.01 0.01
H 2.0909 -2.2359 1.5929 -0.02 0.01 0.01
C -2.4450 3.7846 -4.2002 -0.03 0.02 -0.07
C -2.3133 3.4292 -2.7203 -0.02 -0.08 0.08
C -0.9000 3.1760 -2.3111 0.01 -0.01 0.07
N -0.4691 2.1424 -1.6670 -0.06 -0.03 -0.11
N 0.8874 2.1352 -1.4426 0.09 0.16 -0.07
C 1.4725 3.2267 -1.8864 -0.03 -0.04 0.13
N 2.7730 3.4896 -1.7386 0.02 0.00 -0.03
S 0.3728 4.2972 -2.6859 0.03 -0.06 -0.01
H -3.4923 3.9421 -4.4475 -0.01 0.00 -0.01
H -2.0637 2.9870 -4.8381 0.01 -0.01 0.00
H -1.9120 4.7034 -4.4475 0.00 0.01 0.01
H -2.8850 2.5325 -2.4757 0.00 0.03 -0.01
H -2.7111 4.2425 -2.1058 -0.01 0.02 -0.03
H 3.3021 2.9415 -1.0792 0.00 0.02 0.00
H 3.1609 4.3694 -2.0357 0.00 0.00 0.00
S 2.5428 1.0763 1.3031 0.06 -0.06 0.06
C 4.1963 1.3391 0.9043 -0.01 0.03 -0.05
N 5.0042 1.6954 1.9389 -0.04 -0.01 -0.02
C 6.3265 1.9403 1.8376 0.02 0.00 -0.07
C 6.9513 1.8367 0.6249 -0.01 0.02 0.10
C 6.1747 1.4774 -0.4782 0.02 0.00 0.00
C 4.8222 1.2329 -0.3448 -0.05 -0.03 0.04
H 4.5644 1.7717 2.8494 -0.01 -0.01 -0.01
H 6.8266 2.2139 2.7553 0.04 0.00 0.00
H 8.0103 2.0269 0.5432 0.00 0.01 -0.01
H 6.6378 1.3870 -1.4520 0.02 0.00 -0.01
H 4.2314 0.9445 -1.2026 0.03 0.00 0.03
```
Positions in Å, forces in eV/Å.

Output
Total charge ... +3
Multiplicity ... 5
HOMO-LUMO gap (spin up / spin down) ... 8.5090 / 8.4845 eV
HOMO (spin up / spin down) ... -0.59132 / -0.59155 hartree
Relative energy (zero: lowest compared OMol25 entry of this formula, charge and spin) ... 27.8 kJ/mol
E_LUMO (spin up / spin down) ... -0.2786 / -0.2797 Eh